ORCA calculation (the ωB97M-V functional and the def2-TZVPD basis) on C33H43N2OPSc as an isolated structure in a non-equilibrium geometry.

Each line ends with the Mulliken charge.
Element x y z (Å)
Sc -0.120 0.507 -0.728  -0.5408
C 0.394 -3.594 -1.138  -1.3954
C -0.935 -3.140 -1.676  0.7128
C -1.884 -4.313 -1.902  -1.4900
P -1.614 -1.664 -0.730  0.7530
C -3.323 -1.241 -1.347  0.4032
C -4.424 -2.037 -0.730  -1.5857
C -3.569 0.271 -0.994  -1.6825
C -1.768 -1.919 1.088  -0.0452
C -2.408 -2.994 1.654  -0.1964
C -2.432 -3.087 3.046  0.6217
C -3.137 -4.237 3.747  -1.7105
C -1.745 -2.180 3.804  -0.9794
C -1.076 -1.087 3.234  -0.6471
C -1.089 -0.945 1.858  -0.3418
N -0.452 0.078 1.156  1.9230
C 0.392 1.002 1.782  -1.1229
C 1.782 0.675 1.895  1.2184
C 2.302 -0.733 1.825  -1.1865
C 2.649 1.696 2.257  -1.0904
C 2.158 3.003 2.597  0.6590
C 3.119 4.019 3.141  -1.3216
C 0.812 3.255 2.507  -0.8101
C -0.102 2.267 2.081  0.8811
C -1.571 2.507 2.054  -1.3983
H 0.947 -4.214 -1.831  0.4817
H 0.366 -4.154 -0.211  0.2835
H 1.002 -2.731 -0.883  0.1916
H -0.776 -2.709 -2.700  0.3842
H -2.094 -4.921 -1.012  0.2437
H -1.401 -4.998 -2.640  0.4452
H -2.825 -3.952 -2.278  0.3951
H -3.311 -1.341 -2.424  0.6675
H -4.410 -1.842 0.389  0.3479
H -4.329 -3.070 -0.899  0.3079
H -5.418 -1.687 -1.060  0.4735
H -3.583 0.415 0.070  0.3137
H -4.564 0.543 -1.288  0.6689
H -2.884 0.994 -1.449  0.2567
H -2.912 -3.744 1.043  0.2632
H -3.918 -3.835 4.397  0.3625
H -2.539 -4.863 4.350  0.3808
H -3.746 -4.950 3.131  0.3272
H -1.727 -2.320 4.885  0.4239
H -0.525 -0.376 3.846  0.5458
H 1.963 -1.322 2.658  0.3580
H 3.378 -0.764 1.727  0.4640
H 2.035 -1.242 0.862  -0.1068
H 3.708 1.532 2.402  0.3622
H 2.842 4.138 4.168  0.3463
H 3.023 4.970 2.612  0.3168
H 4.191 3.589 3.167  0.3379
H 0.484 4.198 2.919  0.5215
H -1.728 3.555 2.337  0.4353
H -2.131 1.863 2.756  0.2789
H -1.936 2.311 1.076  0.1418
C -1.876 4.715 -1.872  -0.9550
N -0.604 4.636 -1.188  0.1150
C -0.149 5.908 -0.580  -0.7622
C -0.015 3.491 -1.031  0.1907
O -0.535 2.395 -1.386  -0.7517
H -1.978 3.864 -2.533  0.2942
H -1.846 5.613 -2.445  0.3967
H -2.690 4.764 -1.143  0.3137
H -0.975 6.180 0.042  0.3692
H -0.027 6.569 -1.383  0.3103
H 0.680 5.574 0.018  0.2412
H 0.918 3.519 -0.455  0.4298
C 1.901 0.181 -1.357  -0.9421
C 2.811 0.050 -2.169  0.8601
C 3.853 -0.441 -3.068  0.4376
C 4.792 -1.262 -2.467  -0.4377
C 5.811 -1.839 -3.179  -0.3751
C 5.901 -1.656 -4.554  -0.6007
C 4.956 -0.829 -5.134  -0.3241
C 3.978 -0.154 -4.389  -0.4964
H 4.683 -1.461 -1.385  0.3531
H 6.492 -2.535 -2.673  0.3438
H 6.593 -2.232 -5.149  0.3928
H 4.943 -0.727 -6.203  0.3849
H 3.241 0.495 -4.918  0.3641

Its total energy is -2569.91641 Ha. The value obtained for the HOMO-LUMO gap is 7.9 eV. Its LUMO energy is -2.27 eV. Its spin multiplicity is 1. Its charge is +1.